Entry 1:
DFT (ωB97M-V/def2-TZVPD) results for an isolated molecule of C28H32ClN5O3 at a distorted geometry.

Cartesian coordinates (Å):
C: 4.284 -2.681 0.279
C: 4.380 -2.548 -1.208
C: 5.593 -2.744 -1.855
C: 5.703 -2.631 -3.230
C: 4.590 -2.317 -3.990
C: 3.376 -2.104 -3.364
C: 3.262 -2.213 -1.980
C: 1.926 -2.016 -1.355
O: 1.461 -2.720 -0.483
N: 1.255 -0.927 -1.854
C: -0.059 -0.612 -1.536
C: -0.501 0.654 -1.638
C: -1.829 1.132 -1.397
C: -3.041 0.519 -1.156
C: -3.984 1.546 -1.001
C: -3.308 2.737 -1.154
C: -3.704 4.125 -1.139
C: -2.798 5.101 -1.581
C: -3.150 6.436 -1.593
C: -4.420 6.783 -1.159
N: -5.287 5.885 -0.725
C: -4.948 4.617 -0.710
Cl: -6.172 3.583 -0.086
O: -1.997 2.474 -1.402
C: -0.907 -1.824 -1.209
O: -1.144 -2.645 -2.072
N: -1.387 -1.840 0.041
C: -1.958 -3.028 0.634
C: -1.049 -3.529 1.758
C: -0.997 -2.545 2.932
N: -0.483 -1.240 2.536
C: -0.941 -0.148 3.372
C: -0.524 1.174 2.736
N: 0.921 1.237 2.637
C: 1.366 2.508 2.114
C: 1.405 0.128 1.836
C: 0.966 -1.201 2.442
H: 3.891 -1.767 0.724
H: 5.259 -2.893 0.711
H: 3.599 -3.487 0.534
H: 6.466 -2.996 -1.270
H: 6.657 -2.795 -3.709
H: 4.665 -2.239 -5.064
H: 2.498 -1.886 -3.955
H: 1.770 -0.274 -2.431
H: 0.199 1.430 -1.929
H: -3.227 -0.533 -1.118
H: -5.029 1.418 -0.814
H: -1.823 4.784 -1.917
H: -2.458 7.188 -1.936
H: -4.767 7.806 -1.149
H: -1.019 -1.203 0.750
H: -2.953 -2.790 1.028
H: -2.054 -3.781 -0.151
H: -1.421 -4.487 2.126
H: -0.053 -3.684 1.344
H: -0.399 -2.978 3.750
H: -2.015 -2.400 3.306
H: -2.030 -0.185 3.444
H: -0.516 -0.206 4.388
H: -0.866 2.004 3.358
H: -1.002 1.262 1.741
H: 1.021 3.304 2.772
H: 0.988 2.704 1.097
H: 2.455 2.523 2.089
H: 2.497 0.173 1.810
H: 1.029 0.192 0.798
H: 1.301 -2.012 1.793
H: 1.432 -1.319 3.435

Force components x, y, z for each atom (eV/Å):
0.0 -0.1 0.1
-0.1 0.0 0.0
-0.1 0.0 0.0
0.0 0.0 -0.1
0.1 0.0 -0.1
0.0 0.0 0.1
0.3 -0.2 -0.2
0.1 0.3 -0.1
0.1 -0.1 0.1
0.3 0.2 -0.3
-0.3 0.4 0.0
0.5 -0.4 0.0
-1.1 -0.8 0.2
0.8 0.3 -0.3
0.3 0.8 -0.1
-0.8 -0.9 0.2
0.1 0.6 -0.1
-0.2 -0.1 0.1
-0.1 -0.1 0.0
0.2 0.1 -0.1
-0.3 0.0 0.1
0.4 0.2 -0.2
-0.3 -0.3 0.2
0.1 0.3 0.0
-0.3 0.3 0.3
0.1 -0.2 -0.3
0.0 0.1 -0.1
0.0 -0.3 0.0
-0.2 0.2 0.1
0.0 -0.3 -0.1
0.0 0.1 0.3
-0.1 0.3 -0.1
-0.1 -0.1 0.3
0.0 -0.1 0.0
0.0 -0.1 0.0
0.1 -0.2 0.1
0.2 0.1 -0.2
0.0 0.0 0.1
0.1 0.0 0.0
0.0 0.0 0.1
0.1 0.0 0.1
0.1 0.0 0.0
0.0 0.0 -0.1
-0.1 0.0 0.0
-0.1 -0.2 0.1
0.1 0.0 0.0
0.0 -0.2 0.0
-0.1 0.0 0.0
0.1 0.0 0.0
0.1 0.1 0.0
0.1 0.1 0.0
0.1 0.1 -0.2
0.0 -0.1 0.0
-0.1 0.1 0.1
0.0 -0.1 0.0
0.0 -0.1 0.0
-0.1 0.1 0.0
0.0 0.0 0.0
0.0 0.0 0.0
-0.1 0.0 0.0
0.0 0.0 0.0
0.0 0.0 0.0
0.0 0.1 0.0
0.0 0.0 0.0
0.0 0.1 0.0
0.0 0.0 -0.1
0.1 0.0 0.0
0.0 0.0 0.0
0.0 0.0 0.0

Calculated values
HOMO energy	-7.49	eV
E_LUMO	-0.001	Ha
SMILES	Cc1ccccc1C(=O)N/C(=C/c1ccc(-c2cccnc2Cl)o1)C(=O)NCCCN1CCN(C)CC1
HOMO-LUMO gap	7.4587	eV


Entry 2:
DFT (ωB97M-V/def2-TZVPD) results for a structure of composition C28H32CoFN9O5S.

Cartesian coordinates (Å):
Co: 2.408 0.666 -0.633
N: -0.631 -0.996 -3.177
C: 0.416 -0.681 -2.252
S: 0.357 1.037 -1.692
N: 1.683 -1.103 -2.769
N: 2.654 -0.615 -2.083
C: 3.899 -1.044 -2.219
C: 4.797 -0.594 -1.210
C: 6.150 -0.967 -1.116
C: 6.899 -0.515 -0.057
C: 6.325 0.325 0.902
C: 4.998 0.673 0.742
N: 4.259 0.202 -0.258
H: -0.951 -0.148 -3.621
H: -0.254 -1.616 -3.884
H: 4.145 -1.805 -2.947
H: 6.577 -1.605 -1.877
H: 7.941 -0.800 0.027
H: 6.898 0.723 1.726
H: 4.483 1.337 1.422
F: -1.879 -1.471 2.182
C: -1.690 -0.213 1.706
C: -0.503 0.428 1.874
C: -0.314 1.674 1.282
C: 1.077 2.101 1.065
O: 2.007 1.336 1.392
C: 1.249 3.338 0.380
C: 0.157 4.001 -0.063
N: -1.126 3.535 0.004
C: -2.128 4.119 -0.862
C: -1.710 4.571 -2.230
C: -2.542 3.338 -2.082
C: -1.364 2.331 0.629
C: -2.589 1.663 0.488
C: -2.708 0.383 0.968
N: -3.842 -0.420 0.508
C: -4.704 -1.050 1.564
C: -6.012 -1.516 0.895
N: -5.798 -1.540 -0.549
C: -4.605 -2.312 -0.874
C: -3.392 -1.448 -0.510
C: 2.587 3.704 -0.258
O: 2.847 4.897 -0.400
O: 3.206 2.685 -0.677
H: 0.348 -0.045 2.344
H: 0.297 4.923 -0.610
H: -2.877 4.706 -0.345
H: -0.678 4.417 -2.514
H: -2.167 5.474 -2.609
H: -2.021 2.400 -2.239
H: -3.585 3.369 -2.372
H: -3.383 2.095 -0.106
H: -4.871 -0.303 2.337
H: -4.135 -1.869 1.989
H: -6.825 -0.827 1.119
H: -6.275 -2.498 1.304
H: -4.465 0.198 -0.017
H: -6.616 -1.873 -1.037
H: -4.583 -2.532 -1.938
H: -4.569 -3.267 -0.334
H: -3.000 -0.880 -1.352
H: -2.578 -2.014 -0.066
C: 1.768 -2.509 3.282
C: 2.069 -2.256 1.833
N: 3.235 -2.027 1.374
O: 4.201 -1.992 2.373
C: 0.989 -2.307 0.814
C: -0.013 -3.423 0.890
N: 1.031 -1.420 -0.102
O: 0.095 -1.577 -1.080
H: 2.373 -1.852 3.904
H: 2.022 -3.537 3.553
H: 0.713 -2.355 3.504
H: 4.983 -1.685 1.896
H: 0.495 -4.382 0.770
H: -0.758 -3.322 0.106
H: -0.498 -3.437 1.868

Force components x, y, z for each atom (eV/Å):
0.1 0.1 -0.2
-0.2 -0.1 0.1
0.1 0.2 0.0
0.3 -0.2 -0.1
0.0 -0.1 -0.1
0.0 0.0 0.1
-0.1 0.0 0.0
0.1 0.0 0.0
-0.1 0.0 0.0
0.0 0.0 0.0
0.0 0.0 0.0
0.0 0.0 0.0
-0.2 0.1 0.0
0.1 0.0 -0.1
0.0 0.0 0.0
0.0 0.0 0.0
0.0 0.0 0.0
0.0 0.0 0.0
0.0 0.0 0.0
0.0 0.0 0.0
0.0 0.1 0.0
-0.1 0.0 0.0
0.0 0.1 0.0
0.1 0.1 0.1
0.0 -0.1 0.2
-0.1 0.0 0.1
-0.1 0.1 0.0
0.1 0.0 0.0
0.0 0.0 0.0
0.0 0.0 0.0
0.0 0.0 0.0
-0.1 0.0 0.0
-0.1 0.1 0.1
0.1 0.0 0.0
0.0 0.0 0.0
-0.1 0.0 0.1
0.0 0.1 -0.1
0.0 0.0 0.0
-0.1 0.0 0.0
0.1 0.0 0.0
0.0 0.0 0.0
-0.1 0.2 -0.2
0.1 -0.1 0.1
0.0 -0.1 -0.1
0.0 0.0 0.0
0.0 0.0 0.0
0.0 0.0 0.0
0.0 0.0 0.0
0.0 0.0 0.0
0.0 0.0 0.0
0.0 0.0 0.0
0.0 0.0 0.0
0.0 0.0 0.0
0.0 0.0 0.0
0.0 0.0 0.0
0.0 0.0 0.0
0.0 0.0 0.0
0.0 0.0 0.0
0.0 0.0 0.0
0.0 0.0 0.0
0.1 -0.1 0.0
0.0 0.0 0.0
0.0 0.0 0.0
0.0 0.0 0.1
0.0 -0.1 0.1
-0.2 0.0 0.0
0.1 0.0 -0.1
0.1 -0.1 0.1
0.1 0.0 0.0
-0.1 -0.1 0.0
0.0 0.0 0.0
0.0 0.0 0.0
0.0 0.0 0.0
0.0 0.0 0.0
0.0 0.0 0.0
0.0 0.0 0.0
0.0 0.0 -0.1

Calculated values
multiplicity	2
HOMO energy (alpha / beta)	-6.09 / -6.08	eV
E_LUMO (alpha / beta)	-0.015 / -0.015	Ha
HOMO-LUMO gap (alpha / beta)	5.6896 / 5.6855	eV